1.
Computed, not measured: a single C4H5N2P molecule in a non-equilibrium geometry, with wB97M-V/def2-TZVPD.

XYZ file:
```
12
Properties=species:S:1:pos:R:3
P 1.23 1.70 0.08
N -2.47 0.18 -1.02
N 0.90 0.93 -1.19
C 0.13 -0.23 -1.03
C 0.25 0.47 1.23
C 0.35 -0.78 0.32
C -1.31 0.15 -1.12
H -0.45 -1.39 0.67
H -0.86 0.78 1.23
H 0.30 -0.95 -1.87
H 0.63 0.40 2.24
H 1.31 -1.25 0.44
```

LUMO energy: -0.0164 hartree
Gap between HOMO and LUMO: 9.41 eV
Structure (SMILES): N#C[C@@H]1CCP=N1
2S+1: 1

Atomic partial charges in e from the Löwdin method, atoms 1 to 8:
1 P 0.94
2 N 0.16
3 N -0.32
4 C -0.50
5 C -0.34
6 C -0.25
7 C -0.19
8 H 0.10


2.
Computed, not measured: a molecular structure, C29H24N5O2STi in a non-equilibrium geometry, with wB97M-V/def2-TZVPD.

XYZ file:
```
62
Properties=species:S:1:pos:R:3
Ti -1.06 0.09 0.14
S -2.26 -2.26 -0.34
O 4.39 2.54 3.76
O 4.10 4.19 2.24
N -0.08 -3.18 0.86
N 0.38 1.06 1.19
N -1.48 2.23 -0.13
N -0.40 0.10 -1.48
N -0.96 -0.73 2.27
C -0.12 4.09 -0.84
C -1.33 -3.45 0.42
C 1.73 0.70 -4.41
C -0.49 0.26 -5.15
C 0.20 -0.41 2.96
C -1.19 4.63 -1.50
C 0.00 0.24 -2.78
C -1.76 -4.79 0.59
C 2.07 1.28 2.88
C 1.84 2.96 1.21
C 2.57 2.40 2.27
C 0.57 -1.10 4.14
C -0.29 2.89 -0.12
C 0.73 2.30 0.72
C 2.34 0.72 -1.97
C -0.26 -2.03 4.68
C -1.80 -1.62 2.89
C -1.51 -2.28 4.05
C 1.35 0.55 -3.08
C 0.94 0.63 2.38
C 0.83 0.56 -5.45
C -2.36 -0.24 -3.55
C -2.44 3.98 -1.46
C -2.52 2.78 -0.79
C 3.81 3.13 2.82
C 0.71 -4.06 1.51
C -0.97 -5.70 1.21
C -0.92 0.10 -3.84
C 0.31 -5.34 1.70
H -1.08 5.55 -2.05
H 1.52 -0.86 4.61
H -2.47 -1.29 -3.24
H 3.34 0.43 -2.29
H 1.14 0.68 -6.48
H -3.44 2.21 -0.79
H 0.94 -6.04 2.21
H 1.65 -3.66 1.86
H -1.32 -6.72 1.35
H -2.98 -0.07 -4.42
H 2.77 0.93 -4.63
H -2.74 0.36 -2.72
H 2.39 1.75 -1.63
H -1.22 0.15 -5.96
H -2.73 -1.82 2.37
H 0.01 -2.55 5.59
H 2.14 3.94 0.86
H -2.24 -2.96 4.47
H 2.06 0.12 -1.10
H 0.21 -2.20 0.80
H -2.75 -5.04 0.24
H -3.30 4.37 -1.96
H 2.58 0.94 3.78
H 0.85 4.57 -0.86
```

LUMO energy (spin up / spin down): 0.0577 / 0.0577 hartree
Gap between HOMO and LUMO (spin up / spin down): 4.26 / 4.25 eV
Charge: -1
2S+1: 1

Atomic partial charges in e from the Löwdin method, atoms 1 to 8:
1 Ti 0.80
2 S 0.69
3 O -0.07
4 O -0.06
5 N 0.07
6 N -0.03
7 N -0.01
8 N -0.12


3.
Computed, not measured: 2 unconnected molecules or ions with the total composition C3H5N3, with wB97M-V/def2-TZVPD.

XYZ file:
```
11
Properties=species:S:1:pos:R:3
N -0.81 -1.89 -1.77
N -1.96 -1.02 0.77
N -0.93 -0.33 0.69
C 0.94 1.40 0.71
C -0.02 0.35 0.36
C 0.05 -1.14 -1.95
H 0.64 2.32 0.20
H -1.71 -1.97 1.04
H 0.86 -0.47 -2.16
H 1.00 1.60 1.78
H 1.94 1.14 0.34
```

LUMO energy: 0.0222 hartree
Gap between HOMO and LUMO: 8.97 eV
2S+1: 1

Atomic partial charges in e from the Löwdin method, atoms 1 to 8:
1 N 0.06
2 N 0.05
3 N -0.15
4 C -0.07
5 C -0.11
6 C -0.11
7 H 0.08
8 H 0.05


4.
Computed, not measured: a single C3H6N2O2 molecule in a non-equilibrium geometry, with wB97M-V/def2-TZVPD.

XYZ file:
```
13
Properties=species:S:1:pos:R:3
O 0.72 -2.28 -0.36
O 1.38 0.00 0.20
N 0.03 0.35 0.26
N -0.47 -1.98 -0.25
C -0.79 -0.64 0.04
C -2.27 -0.31 0.10
C 2.16 1.17 -0.03
H -2.72 -0.81 0.96
H -2.76 -0.66 -0.82
H -2.43 0.77 0.19
H 1.58 1.97 -0.50
H 2.98 0.90 -0.70
H 2.59 1.52 0.92
```

LUMO energy (spin up / spin down): -0.0376 / -0.0381 hartree
Gap between HOMO and LUMO (spin up / spin down): 7.90 / 7.98 eV
Structure (SMILES): CO/N=C(/C)N=O
2S+1: 1

Atomic partial charges in e from the Löwdin method, atoms 1 to 8:
1 O 0.01
2 O -0.18
3 N 0.13
4 N 0.02
5 C -0.35
6 C -0.04
7 C -0.08
8 H 0.08


5.
Computed, not measured: 2 unconnected molecules or ions with the total composition CH3FOS in a non-equilibrium geometry, with wB97M-V/def2-TZVPD.

XYZ file:
```
7
Properties=species:S:1:pos:R:3
S -1.97 0.42 0.34
F -1.86 -0.94 -0.52
O 0.90 0.01 -0.86
C 0.65 0.34 0.41
H 0.79 -0.50 1.21
H 1.19 1.33 0.65
H 0.31 -0.67 -1.23
```

LUMO energy: -0.0285 hartree
Gap between HOMO and LUMO: 7.93 eV
2S+1: 1

Partial charges, Löwdin, in e:
1 S 0.58
2 F -0.64
3 O -0.07
4 C -0.17
5 H 0.10
6 H 0.11
7 H 0.10


6.
Computed, not measured: 2 unconnected molecules or ions with the total composition C3H11NO2S in a non-equilibrium geometry, with wB97M-V/def2-TZVPD.

XYZ file:
```
18
Properties=species:S:1:pos:R:3
S -0.68 2.42 -2.16
O -1.13 -2.65 3.91
O -1.49 -0.80 0.59
N 0.64 0.07 0.16
C 0.95 0.37 -1.19
C -0.14 -1.11 0.47
C 1.07 1.92 -1.69
H 0.28 -1.61 1.51
H -0.05 -1.82 -0.46
H 0.09 0.93 0.36
H 1.86 1.97 -2.50
H -0.41 3.50 -3.00
H -1.92 -2.16 3.96
H 1.96 0.07 -1.25
H 0.32 -0.06 -1.97
H -0.63 -2.19 3.28
H 1.42 2.61 -0.78
H -2.14 -1.49 0.78
```

LUMO energy: 0.0235 hartree
Gap between HOMO and LUMO: 9.71 eV
Structure (SMILES): OCNCCS.O
2S+1: 1

Atomic partial charges in e from the Löwdin method, atoms 1 to 8:
1 S 0.62
2 O 0.00
3 O -0.07
4 N -0.07
5 C -0.35
6 C -0.32
7 C -0.50
8 H 0.14


7.
Computed, not measured: 2 unconnected molecules or ions with the total composition C5H11N2 in a non-equilibrium geometry, with wB97M-V/def2-TZVPD.

XYZ file:
```
18
Properties=species:S:1:pos:R:3
N 2.70 -1.13 -0.41
N 1.55 -1.11 1.59
C -1.78 0.45 0.15
C -1.55 1.38 -0.93
C 1.62 -0.94 0.29
C -2.79 -0.41 0.30
C -0.48 2.14 -1.19
H 0.72 -0.62 -0.22
H -3.58 -0.46 -0.45
H 0.29 2.41 -0.47
H -0.42 2.60 -2.17
H 2.38 -1.41 2.08
H 2.74 -1.11 -1.42
H 0.78 -0.69 2.09
H 3.57 -1.43 0.00
H -2.79 -1.08 1.14
H -1.07 0.44 0.99
H -2.35 1.34 -1.67
```

LUMO energy: -0.1393 hartree
Gap between HOMO and LUMO: 8.37 eV
Charge: +1
2S+1: 1

Atomic partial charges in e from the Löwdin method, atoms 1 to 8:
1 N 0.21
2 N 0.21
3 C -0.24
4 C -0.20
5 C -0.16
6 C 0.04
7 C 0.01
8 H 0.14


8.
Computed, not measured: a molecular structure, C9H8I2O3 in a non-equilibrium geometry, with wB97M-V/def2-TZVPD.

XYZ file:
```
22
Properties=species:S:1:pos:R:3
I -0.63 -3.67 0.13
I 2.29 -2.04 -1.40
O -1.89 -0.65 1.92
O 0.26 -1.10 2.18
O 2.41 -1.64 1.88
C -0.84 -0.99 1.46
C -1.15 0.59 -1.10
C 1.42 -1.31 1.39
C 1.09 0.54 0.03
C 0.07 2.73 -0.34
C -0.46 -1.47 0.02
C -1.40 -0.92 -1.03
C 1.00 -1.00 0.02
C -0.11 1.27 -0.54
H 2.02 0.74 -0.43
H -1.19 -1.39 -1.96
H -0.77 3.38 -0.75
H -1.95 1.16 -1.61
H -2.34 -1.03 -0.62
H 0.30 2.83 0.68
H 0.85 3.05 -0.97
H 1.03 0.92 1.01
```

LUMO energy: -0.0234 hartree
Gap between HOMO and LUMO: 8.90 eV
2S+1: 1

Atomic partial charges in e from the Löwdin method, atoms 1 to 8:
1 I 0.93
2 I 0.92
3 O 0.16
4 O 0.13
5 O 0.20
6 C -0.54
7 C 0.00
8 C -0.56


9.
Computed, not measured: a single C3H7N3O4 molecule in a non-equilibrium geometry, with wB97M-V/def2-TZVPD.

XYZ file:
```
17
Properties=species:S:1:pos:R:3
O 2.27 -1.53 -0.06
O -2.14 0.99 0.85
O -3.39 -0.55 -0.81
O 2.76 0.65 0.04
N 0.12 1.44 -0.62
N -2.39 -1.07 -0.36
N -1.77 -0.36 0.61
C 1.94 -0.23 -0.11
C 0.47 0.00 -0.36
C -0.36 -0.60 0.77
H 0.54 2.06 0.04
H -0.26 -1.68 0.76
H -1.56 1.45 0.21
H 0.21 -0.55 -1.27
H 3.23 -1.56 0.10
H 0.38 1.74 -1.56
H -0.05 -0.19 1.77
```

LUMO energy: 0.0138 hartree
Gap between HOMO and LUMO: 9.82 eV
Structure (SMILES): N[C@H](CN(O)N=O)C(=O)O
2S+1: 1

Atomic partial charges in e from the Löwdin method, atoms 1 to 8:
1 O 0.12
2 O 0.00
3 O -0.02
4 O 0.11
5 N 0.07
6 N -0.04
7 N -0.19
8 C -0.50


Number 1: electronic energy -16496.3241 eV. Number 2: electronic energy -75961.6312 eV. Number 3: electronic energy -7658.5367 eV. Number 4: electronic energy -10278.5212 eV. Number 5: electronic energy -16682.6081 eV. Number 6: electronic energy -19707.5058 eV. Number 7: electronic energy -8335.9516 eV. Number 8: electronic energy -31805.6206 eV. Number 9: electronic energy -15881.5584 eV.